ORCA calculation (wB97M-V/def2-TZVPD) on a structure of composition C9H8N2O in a non-equilibrium geometry.

Structure (XYZ):
```
20
Properties=species:S:1:pos:R:3:forces:R:3
C -3.02076 -0.31959 -0.57249 0.69 0.21 -0.44
C -2.19273 -1.47089 -0.45691 -0.06 2.10 1.22
C 2.39747 1.21351 -0.30163 -1.82 -1.79 1.29
C -2.29277 0.75866 -0.07582 -2.83 -0.60 -0.99
C 3.25842 0.23028 -0.56970 -1.64 0.57 -0.05
C 1.23199 0.57948 0.22048 -0.45 -1.61 0.16
C -1.15001 -0.98512 0.24865 5.17 -3.19 1.17
C 1.46455 -0.78076 0.12774 -1.13 2.43 1.21
C -0.03391 1.07101 0.87274 2.34 -1.71 -0.17
N -1.16247 0.32444 0.48944 -0.60 -0.95 -1.13
N 0.62067 -1.68166 0.77832 -2.94 0.86 -1.72
O 2.67417 -0.99144 -0.39343 0.71 -1.16 0.10
H -3.97643 -0.41471 -1.08170 0.20 0.73 0.23
H -2.46620 -2.38042 -0.84091 -0.09 -2.17 -0.45
H 2.44196 2.23101 -0.32407 0.88 2.51 -0.38
H -2.58346 1.76070 -0.16103 -0.03 1.31 0.33
H 4.17470 0.37076 -0.99383 2.33 -0.66 -1.02
H -0.01733 1.06735 1.91703 0.60 -0.48 1.98
H -0.10483 2.05425 0.67706 -0.98 3.49 -1.21
H 0.73697 -2.63687 0.44006 -0.36 0.12 -0.11
```
Forces are in eV/Å.

- DFT total energy: -532.3514 hartree
- HOMO energy: -7.66 eV
- Relative energy (zero: lowest compared OMol25 entry of this formula, charge and spin): 460.4 kJ/mol
- Frontier orbital gap: 8.391 eV
- LUMO energy: 0.730 eV